(1)
Here is a 12-piece molecular cluster, C14H8BCl44IN3O4 overall from the OMol25 dataset. Energies are from ωB97M-V/def2-TZVPD.

Each line ends with the Löwdin charge.
CARTESIAN COORDINATES (ANGSTROEM)
N (-3.673, 3.883, -2.242)  0.30
Cl (9.544, -8.748, 11.175)  0.53
O (-0.625, 4.234, 0.711)  0.11
H (-2.652, 1.544, -3.637)  0.10
Cl (3.062, -4.263, 6.708)  0.55
C (-2.927, 2.816, -2.261)  -0.33
C (-0.871, 2.206, -3.073)  -0.81
Cl (-3.454, 3.128, -7.635)  0.48
Cl (-1.829, 4.587, 4.085)  0.58
Cl (-5.817, 3.895, -5.225)  0.52
Cl (-1.578, 4.988, -8.790)  0.53
Cl (0.208, -3.662, -1.166)  0.55
Cl (-4.177, 7.613, -14.356)  0.53
Cl (4.107, 1.771, 2.361)  0.56
B (-1.040, 2.918, 0.752)  -0.99
C (4.006, -5.571, -0.741)  -2.06
C (-3.480, 5.166, 3.921)  -2.04
I (0.322, 1.946, -4.801)  0.98
Cl (-5.067, 1.161, -4.769)  0.54
C (-3.533, 6.025, -13.944)  -2.06
H (-3.494, 1.282, -1.178)  0.17
H (-1.624, 0.344, -0.572)  0.06
Cl (-7.787, 1.800, -5.460)  0.60
H (-1.145, 4.790, 0.132)  0.10
Cl (2.238, 1.883, 4.554)  0.55
C (-1.453, 1.318, -1.030)  -0.37
C (7.273, -8.534, 5.580)  -2.04
Cl (-1.553, -0.797, 6.613)  0.55
Cl (2.813, -6.323, 0.325)  0.51
C (-0.107, -3.099, 0.474)  -2.00
O (-1.847, 2.528, 1.770)  0.10
Cl (-1.093, -4.279, 1.327)  0.56
Cl (5.999, -8.055, 6.721)  0.48
Cl (7.928, -7.083, 4.812)  0.51
C (2.411, 1.647, 2.815)  -1.99
O (-0.573, 2.046, -0.265)  0.14
Cl (-2.522, 5.433, -15.260)  0.54
C (-6.373, 2.351, -4.591)  -2.04
Cl (6.565, -9.585, 4.349)  0.53
Cl (4.032, -3.832, -0.438)  0.50
Cl (4.983, -5.034, 4.700)  0.53
Cl (10.008, -6.108, 10.112)  0.52
Cl (7.681, -7.601, 9.298)  0.48
Cl (2.217, -5.790, 4.412)  0.53
C (-3.288, 4.664, -8.498)  -2.04
Cl (-2.574, 6.142, -12.465)  0.49
Cl (0.322, -1.795, 4.663)  0.46
Cl (5.598, -6.254, -0.419)  0.54
C (3.320, -4.537, 4.987)  -2.03
Cl (-1.458, 0.376, 3.984)  0.53
Cl (7.858, -6.552, 11.983)  0.52
Cl (-4.143, 4.583, -10.028)  0.52
O (-0.867, 1.061, -2.277)  -0.07
Cl (-3.562, 6.871, 4.357)  0.55
H (-2.406, 1.773, 1.572)  0.09
Cl (-3.969, 5.965, -7.505)  0.51
Cl (-6.765, 2.526, -2.862)  0.53
Cl (-2.509, -2.293, 4.342)  0.53
N (-2.790, 2.023, -1.118)  0.18
H (-3.465, 4.678, -2.833)  0.16
C (-1.300, -1.136, 4.902)  -2.02
Cl (1.412, -2.857, 1.320)  0.46
Cl (-4.546, 4.233, 4.969)  0.54
N (-2.285, 2.486, -3.459)  0.05
Cl (1.480, 2.897, 1.965)  0.67
Cl (8.565, -9.398, 6.400)  0.54
Cl (1.786, 0.055, 2.378)  0.48
Cl (2.995, -3.037, 4.101)  0.45
C (8.772, -7.252, 10.643)  -2.05
Cl (-0.976, -1.543, 0.413)  0.58
Cl (3.561, -5.866, -2.425)  0.53
Cl (-4.871, 4.897, -13.675)  0.51
H (-0.464, 3.074, -2.554)  0.10
H (-4.529, 3.926, -1.698)  0.13
Cl (-4.027, 4.982, 2.234)  0.50

Properties
Charge = +1
Orbital gap = 6.99 eV

(2)
Here is a 3-piece molecular cluster, C2H7NO3S overall from the OMol25 dataset. Energies are from ωB97M-V/def2-TZVPD.

Each line ends with the Löwdin charge.
CARTESIAN COORDINATES (ANGSTROEM)
H (-2.754, -1.169, -0.297)  0.11
H (-1.062, 1.478, -0.643)  0.04
S (1.922, -0.245, 0.255)  0.71
H (-2.585, 1.778, -0.088)  0.07
C (3.008, -0.411, -0.989)  -0.10
H (-2.080, -0.628, 1.497)  0.10
H (3.086, -1.356, -1.500)  0.05
H (-1.305, 1.548, 0.916)  0.03
H (2.618, 0.356, -1.730)  0.07
O (-0.739, -1.623, 0.284)  -0.10
O (1.174, 1.031, 0.302)  -0.38
O (2.249, -0.888, 1.505)  -0.33
C (-1.804, -1.066, 0.415)  -0.28
N (-1.729, 1.195, 0.074)  0.01

Properties
Spin multiplicity = 3
⟨S²⟩ = 2.008
Orbital gap (spin up / spin down) = 8.53 / 6.02 eV

(3)
Here is C37H42N2O3P3S2W as an isolated structure from the OMol25 dataset. Energies are from ωB97M-V/def2-TZVPD.

Each line ends with the Löwdin charge.
CARTESIAN COORDINATES (ANGSTROEM)
H (-6.924, -0.439, -0.066)  0.09
W (0.434, 0.429, 0.299)  0.89
C (0.248, 2.819, -3.413)  -0.05
O (0.617, 0.921, 2.473)  -0.15
H (4.284, -0.395, -5.130)  0.12
C (1.240, 0.591, 3.505)  -0.47
H (-1.897, 1.168, -7.030)  0.11
C (-2.698, 0.145, 3.247)  -0.28
C (-3.396, 3.329, -4.211)  -0.08
C (-0.291, -0.682, -5.687)  -0.40
H (-2.371, 1.180, 3.134)  0.10
C (2.013, -1.531, 2.518)  -0.10
H (1.026, -3.366, -7.300)  0.11
H (-0.760, -2.776, -5.699)  0.10
C (-0.103, -2.006, -6.088)  -0.10
C (0.306, 4.206, -3.349)  -0.02
H (-3.838, 3.925, -3.423)  0.11
C (0.978, 2.717, -1.128)  -0.21
C (-1.129, -0.392, -2.840)  -0.49
H (-2.814, 1.771, -2.875)  0.08
H (-3.885, 4.733, -5.756)  0.11
H (1.638, 2.443, 4.465)  0.11
H (0.027, 4.792, -4.214)  0.12
H (1.238, -2.400, -1.788)  0.10
H (2.458, -1.591, -8.258)  0.11
H (4.598, -2.195, 2.257)  0.13
H (1.251, 2.143, -0.207)  0.03
H (-4.065, -1.033, 4.413)  0.09
C (2.917, -2.730, -3.090)  -0.06
C (2.966, -1.100, 1.428)  -0.23
N (2.513, -0.268, 0.461)  -0.05
H (3.044, -3.765, -2.800)  0.11
H (-4.599, 0.630, 4.118)  0.09
C (0.537, 0.306, -6.217)  -0.13
C (3.617, -0.833, -4.399)  -0.06
H (2.482, 0.972, -4.135)  0.11
H (5.418, 0.268, -1.152)  0.13
P (0.411, 0.264, -2.094)  0.87
O (-3.299, -0.285, 1.997)  -0.30
H (-0.095, 2.330, -4.311)  0.08
H (1.015, -1.685, 2.117)  0.03
C (5.198, -1.040, 0.547)  0.00
H (0.735, 5.918, -2.132)  0.12
H (-2.876, 3.363, -7.553)  0.11
C (0.699, 4.839, -2.180)  -0.03
C (-2.823, 2.104, -3.908)  -0.12
C (1.527, -0.024, -7.130)  -0.08
C (-3.417, 3.786, -5.522)  -0.07
O (-3.573, -0.678, -0.426)  -0.32
C (-2.296, 1.781, -6.232)  -0.10
H (4.555, -2.759, -4.472)  0.12
H (0.178, 1.643, 5.009)  0.10
C (-5.950, -0.890, 0.119)  -0.05
H (-1.076, -1.452, -2.572)  0.04
C (-3.736, 0.002, 4.334)  -0.05
P (-1.741, -0.399, -4.608)  1.08
C (1.705, -1.344, -7.522)  -0.07
H (2.153, 0.755, -7.548)  0.11
H (-3.310, 0.312, 5.288)  0.09
H (-1.825, -0.485, 3.439)  0.10
C (4.749, -0.148, -0.414)  -0.01
H (2.461, -0.721, 4.430)  0.16
C (3.417, 0.202, -0.422)  -0.11
C (3.770, -2.161, -4.027)  -0.05
P (-2.514, -0.234, 0.631)  -0.02
C (-2.861, 3.012, -6.529)  -0.06
H (1.758, 1.041, 5.550)  0.09
C (1.743, -0.637, -2.917)  -0.38
H (-5.060, 0.043, -1.614)  0.13
C (0.897, -2.337, -6.990)  -0.07
C (1.038, 4.093, -1.056)  -0.05
C (-4.891, -0.042, -0.543)  -0.23
C (1.213, 1.471, 4.714)  0.05
H (-5.947, -1.896, -0.298)  0.09
H (0.407, 1.346, -5.948)  0.09
H (6.231, -1.359, 0.575)  0.13
C (1.907, -1.969, -2.527)  -0.10
H (3.056, 0.881, -1.182)  0.10
C (-2.255, 1.320, -4.913)  -0.42
S (-1.000, -1.595, 0.594)  0.40
H (1.337, 4.585, -0.141)  0.12
S (-1.784, 1.628, 0.296)  0.40
C (0.589, 2.058, -2.305)  -0.36
H (2.348, -2.469, 2.953)  0.14
H (-5.789, -0.952, 1.194)  0.07
C (4.288, -1.509, 1.480)  0.01
C (2.604, -0.065, -3.845)  -0.09
H (-1.955, 0.020, -2.257)  -0.01
H (-4.847, 0.958, -0.107)  0.11
N (1.940, -0.542, 3.588)  0.12

Properties
Spin multiplicity = 4
⟨S²⟩ = 3.771
Charge = +2
Orbital gap (spin up / spin down) = 6.73 / 6.18 eV

(4)
Here is the molecule C2H6N4S from the OMol25 dataset. Energies are from ωB97M-V/def2-TZVPD.

Each line ends with the Löwdin charge.
CARTESIAN COORDINATES (ANGSTROEM)
C (-0.404, 1.959, 0.020)  -0.72
N (-1.244, -0.296, 0.274)  -0.03
H (1.884, -2.376, 1.158)  0.09
C (-0.152, -1.078, 0.711)  -0.26
H (1.650, -3.362, -0.148)  0.06
S (0.667, 1.698, -1.186)  0.60
N (1.170, -2.913, 0.606)  -0.03
H (-1.893, 1.321, 1.261)  0.13
N (-1.168, 1.047, 0.637)  -0.10
N (0.205, -2.092, 0.050)  -0.05
H (-1.389, -0.416, -0.727)  0.12
H (-0.600, 2.943, 0.400)  0.05
H (0.284, -0.782, 1.673)  0.13

Properties
SMILES string = N/N=C/NNC=S
Orbital gap = 9.15 eV